[1]
DFT (wB97M-V/def2-TZVPD) results for C4H6N2S in the gas phase.

The geometry in XYZ format:
```
13
Properties=species:S:1:pos:R:3:lowdin_charge:R:1
C -2.0201 -0.7366 0.0965 -0.05
N -0.7842 -0.0881 0.0360 -0.26
C 0.3258 -0.7070 -0.2544 -0.17
C 1.3785 0.2407 -0.2683 -0.54
S 3.1193 -0.3406 0.1632 0.67
C 0.6565 1.5053 -0.0688 -0.13
N -0.7312 1.2944 0.2010 0.09
H -2.4750 -0.6006 0.9970 0.06
H -1.9726 -1.7470 0.1135 0.05
H -2.7622 -0.3679 -0.6966 0.13
H 0.5546 -1.8326 -0.0861 0.16
H 3.8438 0.7398 -0.2780 -0.15
H 0.8668 2.6401 0.0453 0.12
```

Summary:
DFT total energy	-18058.1994	eV
net charge	0
E_HOMO	-8.44	eV
LUMO	0.841	eV
largest force on an atom	5.45	eV/Å
HOMO-LUMO gap	9.3	eV
SMILES string	Cn1cc(S)cn1
energy relative to the best compared isomer or geometry (same formula, charge and spin)	267.6	kJ/mol



[2]
DFT (wB97M-V/def2-TZVPD) results for C4H6N2S in the gas phase.

The geometry in XYZ format:
```
13
Properties=species:S:1:pos:R:3:lowdin_charge:R:1
S -3.1378 -0.0405 0.0143 0.61
C -1.4783 -0.0261 -0.0606 -0.86
C -0.7088 1.2113 -0.2219 -0.10
C 0.6703 1.2087 -0.0629 -0.04
C 1.3360 -0.0901 0.2059 -0.23
N 0.6026 -1.1685 -0.4170 -0.02
N -0.7420 -1.1337 0.0330 -0.03
H -1.2540 2.1272 -0.3506 0.09
H 1.2040 2.1826 -0.0897 0.12
H 1.4692 -0.2367 1.3067 0.13
H 2.4099 -0.0534 -0.1503 0.13
H 0.9097 -2.0242 -0.0533 0.10
H -1.2809 -1.9567 -0.1537 0.12
```

Summary:
DFT total energy	-18058.9376	eV
net charge	0
E_HOMO	-8.28	eV
LUMO	-0.056	eV
largest force on an atom	3.23	eV/Å
HOMO-LUMO gap	8.2	eV
SMILES string	S=C1C=CCNN1
energy relative to the best compared isomer or geometry (same formula, charge and spin)	196.4	kJ/mol